# 1
{
  "formula": "C25H42AsIN6Si2Ti",
  "method": "the ωB97M-V functional and the def2-TZVPD basis",
  "homo_lumo_gap_ev": [7.034, 5.424],
  "multiplicity": 3,
  "de_lowest_ev": 0.000,
  "s2": 2.011,
  "species": ["Ti", "I", "C", "C", "C", "C", "C", "C", "C", "C", "C", "C", "H", "H", "H", "H", "H", "H", "C", "N", "C", "C", "N", "H", "H", "H", "H", "H", "H", "C", "N", "C", "N", "C", "N", "C", "N", "C", "C", "H", "H", "H", "H", "H", "H", "H", "H", "H", "H", "H", "H", "C", "Si", "C", "C", "As", "Si", "C", "C", "C", "H", "H", "H", "H", "H", "H", "H", "H", "H", "H", "H", "H", "H", "H", "H", "H", "H", "H"],
  "positions_angstrom": [[-0.2782, -0.1241, 0.0955], [-0.0336, -2.9277, 0.1277], [-2.3415, -0.1485, 0.1930], [-3.5463, -0.8092, 0.2148], [-4.7593, -0.0903, 0.1758], [-4.7776, 1.2831, 0.1324], [-3.5683, 2.0143, 0.1329], [-3.4826, 3.4277, 0.1441], [-2.2549, 4.0325, 0.1917], [-1.0561, 3.2775, 0.2036], [-1.0583, 1.9035, 0.1541], [-2.3579, 1.2773, 0.1503], [-3.5735, -1.8945, 0.2497], [-5.6992, -0.6307, 0.1825], [-5.7202, 1.8193, 0.1102], [-4.3908, 4.0201, 0.1287], [-2.1950, 5.1151, 0.2140], [-0.1234, 3.8365, 0.2338], [-0.7425, -1.5606, 5.2375], [-0.0114, -0.4158, 4.6832], [0.2800, 0.7491, 5.5154], [-0.0030, -0.2857, 3.3788], [-0.0198, -0.1891, 2.2287], [-0.4848, -1.6502, 6.2897], [-0.4369, -2.4672, 4.7192], [-1.8222, -1.4359, 5.1387], [0.4621, 0.4054, 6.5307], [-0.5435, 1.4662, 5.5218], [1.1812, 1.2374, 5.1500], [-0.0159, 1.2804, -2.7701], [-0.0541, 1.3422, -4.2218], [0.9333, 0.4087, -4.7601], [0.6770, -0.9620, -4.3225], [0.7068, -1.0072, -2.8714], [-0.3002, -0.0874, -2.2491], [-1.6411, -0.4938, -2.7769], [-1.6855, -0.4499, -4.2300], [-1.3836, 0.9126, -4.6658], [-0.6644, -1.3470, -4.7671], [-0.7513, 1.9684, -2.3539], [0.9768, 1.5735, -2.4178], [1.9289, 0.7096, -4.4255], [0.9037, 0.4479, -5.8509], [1.6985, -0.7124, -2.5200], [0.5022, -2.0187, -2.5293], [-2.3904, 0.1845, -2.3712], [-1.8521, -1.5018, -2.4190], [-2.1322, 1.5924, -4.2548], [-1.4239, 0.9574, -5.7557], [-0.6993, -1.3185, -5.8578], [-0.8707, -2.3650, -4.4322], [3.9445, -0.3529, 3.1208], [4.1531, -0.8779, 1.3157], [5.8885, -0.5192, 0.7053], [3.7954, -2.7043, 1.1439], [2.5454, 0.3801, 0.0897], [2.9628, 2.6325, 0.7683], [1.8574, 2.8884, 2.2685], [4.7585, 2.9533, 1.2107], [2.4668, 3.7164, -0.6786], [4.6781, -0.8804, 3.7385], [2.9509, -0.6364, 3.4773], [4.0863, 0.7154, 3.2809], [6.5826, -1.1415, 1.2786], [6.1931, 0.5203, 0.8259], [6.0031, -0.7935, -0.3447], [4.6088, -3.2632, 1.6175], [3.7270, -3.0264, 0.1045], [2.8548, -2.9770, 1.6219], [2.2283, 2.3204, 3.1234], [0.8282, 2.5938, 2.0539], [1.8597, 3.9468, 2.5480], [5.0853, 2.3917, 2.0866], [4.8637, 4.0167, 1.4504], [5.4379, 2.7408, 0.3847], [1.5067, 3.4091, -1.0953], [3.2212, 3.6753, -1.4667], [2.3733, 4.7604, -0.3670]],
  "lowdin_charge": [0.33, 0.15, -0.27, -0.12, -0.09, -0.05, -0.19, -0.05, -0.09, -0.15, -0.19, -0.27, 0.09, 0.10, 0.10, 0.10, 0.10, 0.06, -0.01, -0.18, -0.02, -0.22, 0.12, 0.09, 0.10, 0.10, 0.09, 0.10, 0.08, -0.18, -0.08, -0.17, -0.09, -0.23, -0.16, -0.16, -0.08, -0.16, -0.16, 0.12, 0.10, 0.13, 0.12, 0.08, 0.03, 0.12, 0.12, 0.13, 0.13, 0.13, 0.13, -0.22, 0.24, -0.22, -0.25, 0.87, 0.26, -0.22, -0.23, -0.23, 0.03, 0.01, 0.00, 0.03, 0.01, 0.03, 0.03, 0.03, -0.02, 0.00, 0.00, 0.04, 0.01, 0.03, 0.03, 0.00, 0.03, 0.04]
}

=====

# 2
{
  "formula": "C3H6ClNOS",
  "method": "the ωB97M-V functional and the def2-TZVPD basis",
  "homo_lumo_gap_ev": [8.005, 7.024],
  "de_lowest_ev": 2.714,
  "species": ["C", "C", "C", "N", "O", "S", "Cl", "H", "H", "H", "H", "H", "H"],
  "positions_angstrom": [[2.5519, 0.5926, -0.3748], [-1.4821, -0.0672, -0.9887], [-0.5630, -0.1157, 1.2760], [-0.6775, -0.7500, -0.0065], [2.3776, 1.6377, -0.8940], [0.4844, -1.7879, -0.4957], [3.9664, 0.0263, 0.3945], [-0.9184, 0.7428, -1.4636], [-1.7872, -0.7751, -1.7580], [-2.3672, 0.3518, -0.5119], [0.0131, 0.8141, 1.1907], [-1.5530, 0.1152, 1.6725], [-0.0450, -0.7847, 1.9594]],
  "lowdin_charge": [-0.73, -0.15, -0.16, -0.74, 0.01, 0.66, 0.64, 0.09, 0.07, 0.08, 0.08, 0.09, 0.07]
}

=====

# 3
{
  "formula": "C9H14NPS",
  "method": "the ωB97M-V functional and the def2-TZVPD basis",
  "homo_lumo_gap_ev": 9.430,
  "de_lowest_ev": 0.864,
  "smiles": "CN(C)[P@@](C)(=S)c1ccccc1",
  "species": ["C", "N", "C", "P", "C", "S", "C", "C", "C", "C", "C", "C", "H", "H", "H", "H", "H", "H", "H", "H", "H", "H", "H", "H", "H", "H"],
  "positions_angstrom": [[-1.5227, 0.2552, 1.9695], [-0.1764, 0.6498, 1.5256], [0.3942, 1.5009, 2.4781], [0.9513, -0.4639, 0.7967], [2.3535, 0.6705, 0.3326], [1.6128, -2.0024, 1.5845], [-0.0400, -0.6495, -0.7522], [-0.5788, 0.4773, -1.3505], [-1.1937, 0.2760, -2.5588], [-1.2241, -0.9581, -3.1297], [-0.6181, -2.0562, -2.6475], [0.0333, -1.9070, -1.4101], [-2.1506, 0.6984, 1.2572], [-1.5812, -0.8691, 2.0242], [-1.7520, 0.8035, 2.9837], [1.1865, 2.0055, 1.9285], [-0.2368, 2.3850, 2.9396], [0.7623, 0.9010, 3.3626], [3.1294, 0.4051, 1.1041], [2.6823, 0.3878, -0.7676], [2.2214, 1.7805, 0.3406], [-0.5769, 1.4482, -0.9061], [-1.7416, 1.1146, -2.8056], [-1.7201, -1.1097, -4.0087], [-0.6860, -2.9490, -3.1945], [0.4716, -2.7944, -1.0962]],
  "lowdin_charge": [-0.10, -0.43, -0.22, 0.27, -0.24, 0.30, -0.31, -0.09, -0.07, -0.11, -0.07, -0.06, 0.05, 0.09, 0.11, 0.04, 0.12, 0.10, 0.04, 0.09, 0.04, 0.11, 0.09, 0.08, 0.10, 0.06]
}

=====

# 4
{
  "formula": "C4H12S2",
  "method": "the ωB97M-V functional and the def2-TZVPD basis",
  "homo_lumo_gap_ev": [1.980, 7.719],
  "multiplicity": 2,
  "de_lowest_ev": 0.691,
  "charge": -1,
  "s2": 0.751,
  "species": ["C", "C", "S", "H", "H", "H", "H", "H", "H", "C", "C", "S", "H", "H", "H", "H", "H", "H"],
  "positions_angstrom": [[1.7239, 1.1153, -1.0856], [2.1136, -0.0098, -0.1250], [1.3871, -1.6021, -0.5105], [1.9840, 0.8042, -2.0948], [0.6482, 1.3096, -1.0479], [2.1554, 2.0804, -0.8141], [1.7908, 0.2412, 0.8908], [3.2068, -0.0751, -0.1062], [2.6287, -2.1961, -0.7930], [-1.4047, -0.2295, 1.4888], [-2.0283, -0.6047, 0.1475], [-3.6502, 0.1681, -0.2559], [-1.0220, 0.7916, 1.5082], [-2.1645, -0.2302, 2.2753], [-0.5815, -0.9211, 1.6585], [-2.2141, -1.6753, 0.0953], [-1.3579, -0.3779, -0.6790], [-3.2153, 1.4112, -0.5526]],
  "lowdin_charge": [-0.26, -0.76, 0.25, 0.05, 0.04, 0.05, 0.03, 0.02, -0.22, -0.21, -0.66, 0.61, 0.06, 0.06, 0.04, 0.05, 0.02, -0.17]
}

=====

# 5
{
  "formula": "C29H64I2N4O20",
  "method": "the ωB97M-V functional and the def2-TZVPD basis",
  "homo_lumo_gap_ev": 7.984,
  "species": ["C", "C", "N", "C", "C", "C", "N", "C", "C", "C", "O", "N", "O", "N", "C", "C", "I", "C", "I", "H", "H", "H", "H", "H", "H", "H", "H", "H", "H", "C", "C", "O", "O", "H", "H", "H", "H", "H", "H", "C", "C", "O", "O", "H", "H", "H", "H", "H", "H", "C", "C", "O", "O", "H", "H", "H", "H", "H", "H", "C", "C", "O", "O", "H", "H", "H", "H", "H", "H", "C", "C", "O", "O", "H", "H", "H", "H", "H", "H", "C", "C", "O", "O", "H", "H", "H", "H", "H", "H", "C", "C", "O", "O", "H", "H", "H", "H", "H", "H", "C", "C", "O", "O", "H", "H", "H", "H", "H", "H", "C", "C", "O", "O", "H", "H", "H", "H", "H", "H"],
  "positions_angstrom": [[-6.5317, -8.1972, 2.0319], [-5.8764, -7.1050, 1.1322], [-6.0478, -5.7670, 1.7449], [-4.8561, -5.0139, 1.8551], [-4.5382, -4.0582, 0.9683], [-3.3857, -3.2786, 1.0894], [-3.1518, -2.3214, 0.1416], [-2.0743, -1.6195, 0.3390], [-1.2135, -1.8326, 1.4373], [0.0000, -0.9140, 1.5695], [-0.4798, 0.4043, 1.9572], [-1.1431, 0.3324, 3.1802], [-1.8976, 1.2187, 3.2869], [-1.3710, -2.7543, 2.3472], [-2.5045, -3.4833, 2.1398], [-2.8324, -4.5064, 3.0747], [-1.4639, -4.8135, 4.6723], [-3.9631, -5.2557, 2.9616], [-4.3948, -6.7111, 4.4249], [-5.8375, -9.0024, 2.2802], [-7.4728, -8.5624, 1.6127], [-6.7953, -7.7207, 2.9766], [-4.8240, -7.3302, 0.9452], [-6.3662, -7.1663, 0.1533], [-6.7809, -5.2339, 1.2994], [-5.1973, -3.8599, 0.1286], [-1.8420, -0.8307, -0.3730], [0.4599, -0.8276, 0.5839], [0.7199, -1.3220, 2.2781], [3.6072, 1.6305, 3.4445], [2.4832, 1.0716, 2.6005], [2.9936, 0.0260, 1.7693], [4.6323, 2.1048, 2.5849], [3.2626, 2.4563, 4.0678], [4.0316, 0.8503, 4.0903], [2.0898, 1.8395, 1.9389], [1.6706, 0.6776, 3.2160], [3.2072, -0.7195, 2.3410], [4.6947, 1.4653, 1.8592], [7.9004, 2.6069, -1.1258], [6.5035, 2.1669, -0.7576], [6.5253, 1.4146, 0.4599], [8.7568, 1.4768, -1.2643], [7.8993, 3.1545, -2.0682], [8.3110, 3.2477, -0.3405], [6.0968, 1.5060, -1.5243], [5.8433, 3.0315, -0.6373], [6.7397, 2.0242, 1.1772], [8.5036, 0.8632, -0.5639], [-1.9619, -2.9156, -4.4087], [-3.3948, -3.3426, -4.1600], [-3.4573, -4.1386, -2.9711], [-1.1128, -4.0510, -4.5286], [-1.8795, -2.3314, -5.3265], [-1.5984, -2.3119, -3.5658], [-3.7569, -3.9654, -4.9782], [-4.0479, -2.4756, -4.0502], [-3.2832, -3.5482, -2.2287], [-1.4277, -4.6873, -3.8735], [5.9826, 6.2072, -0.7170], [6.2991, 7.6863, -0.7651], [7.3544, 7.9220, -1.7003], [7.1453, 5.4667, -0.3565], [5.2025, 5.9956, 0.0153], [5.6503, 5.8591, -1.7037], [6.6557, 8.0312, 0.2045], [5.4190, 8.2695, -1.0515], [7.0034, 7.7633, -2.5830], [7.8845, 5.8952, -0.8077], [-3.3845, 1.3371, -5.6687], [-4.2121, 0.0701, -5.6082], [-4.3547, -0.3450, -4.2466], [-2.1103, 1.1223, -5.0755], [-3.2319, 1.6560, -6.6997], [-3.8843, 2.1430, -5.1151], [-3.7066, -0.7402, -6.1329], [-5.2013, 0.2205, -6.0503], [-4.9287, 0.2911, -3.8061], [-2.2623, 0.5615, -4.3034], [1.1005, -0.5519, -2.8178], [2.1566, -1.5850, -2.4959], [1.6284, -2.8942, -2.7280], [-0.0567, -0.7871, -2.0216], [1.4589, 0.4547, -2.6151], [0.8073, -0.6210, -3.8728], [2.4283, -1.5393, -1.4409], [3.0534, -1.4345, -3.1034], [1.5176, -3.0103, -3.6786], [-0.1487, -1.7503, -1.9881], [2.5719, 4.4725, -2.3131], [2.0837, 3.1092, -2.7599], [3.2061, 2.2269, -2.8826], [3.5224, 4.9825, -3.2405], [1.7486, 5.1839, -2.2417], [3.0635, 4.3943, -1.3340], [1.6198, 3.1712, -3.7440], [1.3622, 2.6943, -2.0507], [3.5372, 2.0477, -1.9945], [4.0567, 4.2260, -3.5149], [-4.6731, -1.4914, 7.5126], [-3.5665, -2.4844, 7.8009], [-4.0373, -3.8124, 7.5678], [-5.8052, -1.7675, 8.3245], [-4.3476, -0.4708, 7.7157], [-4.9834, -1.5656, 6.4616], [-3.2733, -2.4344, 8.8489], [-2.6899, -2.2923, 7.1732], [-4.1572, -3.9139, 6.6166], [-5.8755, -2.7299, 8.3630], [-0.7776, 4.9918, 0.7936], [-0.4306, 3.8234, -0.1037], [0.6582, 3.0833, 0.4449], [0.3555, 5.8336, 0.9624], [-1.5859, 5.5866, 0.3681], [-1.0814, 4.6311, 1.7848], [-0.1026, 4.1809, -1.0790], [-1.2881, 3.1555, -0.2343], [0.3369, 2.6353, 1.2372], [1.1170, 5.2444, 1.0356]],
  "lowdin_charge": [-0.14, -0.25, -0.03, -0.33, 0.03, -0.21, 0.16, -0.06, -0.24, -0.11, -0.13, -0.02, 0.08, 0.16, -0.28, -0.66, 0.87, -0.65, 0.95, 0.06, 0.06, 0.01, 0.11, 0.11, 0.12, 0.13, 0.12, 0.12, 0.12, -0.23, -0.24, -0.07, -0.08, 0.12, 0.12, 0.10, 0.10, 0.10, 0.06, -0.25, -0.23, -0.08, -0.07, 0.12, 0.11, 0.12, 0.11, 0.09, 0.07, -0.24, -0.23, -0.08, -0.07, 0.12, 0.10, 0.13, 0.09, 0.06, 0.08, -0.24, -0.23, -0.07, -0.08, 0.12, 0.11, 0.12, 0.12, 0.09, 0.08, -0.24, -0.23, -0.09, -0.07, 0.12, 0.12, 0.12, 0.12, 0.10, 0.07, -0.22, -0.22, -0.07, -0.10, 0.09, 0.13, 0.12, 0.12, 0.09, 0.06, -0.24, -0.23, -0.08, -0.07, 0.12, 0.11, 0.13, 0.09, 0.08, 0.08, -0.25, -0.24, -0.10, -0.07, 0.12, 0.12, 0.12, 0.11, 0.05, 0.08, -0.24, -0.23, -0.09, -0.07, 0.12, 0.12, 0.11, 0.12, 0.06, 0.07]
}

=====

# 6
{
  "formula": "C13H23N2",
  "method": "the ωB97M-V functional and the def2-TZVPD basis",
  "homo_lumo_gap_ev": [7.440, 7.261],
  "de_lowest_ev": 3.075,
  "charge": 1,
  "species": ["C", "C", "C", "C", "C", "C", "C", "C", "C", "C", "C", "C", "C", "N", "N", "H", "H", "H", "H", "H", "H", "H", "H", "H", "H", "H", "H", "H", "H", "H", "H", "H", "H", "H", "H", "H", "H", "H"],
  "positions_angstrom": [[1.5671, 2.8811, -2.9239], [0.7846, 3.4563, -1.9495], [2.0723, 1.7198, -2.3629], [-0.9597, 3.7040, 0.4002], [0.0756, 2.8811, 0.3211], [-2.7280, -1.5947, 1.4755], [-0.7382, -2.7529, -0.6171], [2.5343, -0.6399, -0.9054], [2.3574, 0.8316, 1.1569], [-1.2516, -1.8757, 1.7307], [-0.4073, -0.3577, -0.0481], [-0.3661, -1.7421, 0.4701], [1.8831, 0.5349, -0.2406], [0.8154, 2.6709, -0.8502], [1.6214, 1.6070, -1.0991], [1.7558, 3.2535, -3.9088], [0.2478, 4.3821, -1.9669], [2.7503, 1.0117, -2.7893], [-1.4712, 3.8290, 1.3372], [-1.3441, 4.2714, -0.4282], [0.4087, 2.3177, 1.1749], [-3.1726, -2.3666, 0.8537], [-2.8675, -0.6320, 0.9867], [-3.2647, -1.5785, 2.4207], [-0.7687, -3.7603, -0.2067], [-1.7187, -2.5248, -1.0288], [-0.0132, -2.7361, -1.4261], [2.0174, -0.9263, -1.8184], [3.5847, -0.4441, -1.1428], [2.5203, -1.4870, -0.2240], [3.3466, 0.3874, 1.2872], [2.4564, 1.8986, 1.3455], [1.7148, 0.3915, 1.9187], [-1.1438, -2.8903, 2.1213], [-0.8774, -1.1935, 2.4981], [-0.7216, 0.4176, 0.6311], [-0.6550, -0.2037, -1.0854], [0.6538, -1.9783, 0.8096]],
  "lowdin_charge": [0.02, 0.01, 0.01, 0.09, -0.12, -0.09, -0.06, -0.06, -0.03, -0.23, 0.08, -0.44, -0.31, -0.01, -0.01, 0.12, 0.14, 0.14, 0.08, 0.07, 0.10, 0.07, 0.07, 0.08, 0.09, 0.08, 0.07, 0.09, 0.10, 0.09, 0.09, 0.08, 0.09, 0.12, 0.11, 0.06, 0.09, 0.13]
}

=====

# 7
{
  "formula": "C2H3NO2S",
  "method": "the ωB97M-V functional and the def2-TZVPD basis",
  "homo_lumo_gap_ev": [7.168, 7.169],
  "de_lowest_ev": 5.747,
  "species": ["C", "C", "N", "O", "O", "S", "H", "H", "H"],
  "positions_angstrom": [[-0.8871, 1.1947, 0.5519], [0.0365, 0.4673, -0.2761], [-2.8959, 0.4357, 0.5539], [-3.4888, 1.0256, 1.3673], [-0.0246, -0.8768, -0.5374], [-0.9491, 2.4309, 1.5251], [1.1432, 0.6412, 0.2082], [-0.0157, 1.0089, -1.1611], [-1.0289, -1.1450, -0.4403]],
  "lowdin_charge": [-0.66, -0.41, 0.02, -0.06, -0.07, 0.76, 0.18, 0.10, 0.15]
}

=====

# 8
{
  "formula": "C14H14ClNO2Sn",
  "method": "the ωB97M-V functional and the def2-TZVPD basis",
  "homo_lumo_gap_ev": [6.411, 5.829],
  "de_lowest_ev": 0.000,
  "charge": 2,
  "species": ["Cl", "C", "C", "C", "H", "C", "C", "H", "H", "H", "C", "Sn", "C", "O", "C", "O", "H", "H", "H", "C", "C", "C", "C", "N", "C", "C", "H", "H", "H", "H", "H", "H", "H"],
  "positions_angstrom": [[2.4417, -0.7827, 3.6552], [2.0590, -0.0469, -0.7634], [1.6006, -0.9688, -1.7303], [1.8628, -2.2860, -1.2766], [1.2112, -0.7097, -2.7133], [2.5144, -2.2220, -0.0239], [2.6007, -0.8010, 0.3438], [3.2367, -0.4190, 1.1427], [2.1394, 1.0339, -0.8727], [1.6835, -3.2117, -1.8282], [3.1294, -3.3451, 0.7193], [0.4321, -1.1467, 1.2287], [-1.8123, -2.7633, 0.7926], [-2.8403, -3.2352, 0.6521], [1.0508, 0.1938, 3.0569], [0.6616, 1.1808, 3.5980], [2.4709, -4.2244, 0.7446], [3.3948, -3.0608, 1.7434], [4.0545, -3.6542, 0.2102], [-3.6570, 3.4979, -1.2197], [-2.5978, 2.5279, -0.7974], [-2.5983, 1.2213, -1.2870], [-1.6750, 0.3045, -0.8085], [-0.7952, 0.6189, 0.1748], [-0.7179, 1.9113, 0.5753], [-1.5957, 2.8831, 0.1091], [-3.6608, 3.6388, -2.3067], [-4.6544, 3.1372, -0.9386], [-3.5083, 4.4710, -0.7448], [-3.3209, 0.9011, -2.0350], [-1.6526, -0.7167, -1.2014], [0.0456, 2.1732, 1.3140], [-1.5034, 3.8999, 0.4869]],
  "lowdin_charge": [0.68, -0.07, -0.04, -0.02, 0.14, -0.34, -0.25, 0.10, 0.14, 0.15, 0.00, 1.42, -0.02, 0.14, -0.79, 0.08, 0.12, 0.08, 0.13, -0.01, -0.22, 0.02, -0.12, -0.09, -0.09, 0.03, 0.11, 0.11, 0.09, 0.14, 0.11, 0.11, 0.14]
}